1.
55
Properties=species:S:1:pos:R:3:forces:R:3:nbo_charge:R:1 method="wB97M-V/def2-TZVPD" lumo_energy_ha="0.081 / 0.066" e_homo_ev="-4.81 / -5.92" total_charge=-1 spin_multiplicity=5
Os 0.79007 -0.00732 -0.73581 0.11 -0.43 0.61 1.185
C -0.19567 2.14754 3.75607 -0.02 -0.02 0.00 -0.408
N -0.81271 0.94719 3.22648 0.00 0.00 -0.03 -0.348
C -2.13072 0.58669 3.41452 -0.02 0.00 0.01 -0.065
C -2.35299 -0.49481 2.63844 -0.01 -0.01 0.01 -0.053
N -1.18191 -0.79323 1.97565 -0.03 0.03 -0.01 -0.515
B -0.99809 -1.90230 0.91091 0.05 -0.02 -0.08 0.249
N 0.17005 -2.82826 1.36688 0.01 -0.03 0.00 -0.508
C 0.08809 -3.59006 2.51414 0.01 0.01 0.00 -0.053
C 1.27527 -4.19810 2.71173 0.00 0.00 0.00 -0.087
N 2.09305 -3.80270 1.67197 0.00 -0.01 0.00 -0.359
C 3.47782 -4.17616 1.47785 0.00 0.00 0.00 -0.401
C 1.40606 -2.96635 0.85680 0.00 0.02 0.00 0.303
S 2.10115 -2.30335 -0.55533 -0.03 0.01 -0.07 -0.266
C -0.26080 0.11361 2.32386 0.01 0.02 0.01 0.313
S 1.33442 0.23198 1.68510 -0.08 0.10 -0.21 -0.230
H -0.44203 2.24016 4.81291 0.01 0.00 0.00 0.199
H -0.56459 3.01615 3.21401 -0.01 0.03 -0.03 0.235
H 0.88060 2.06954 3.63392 0.00 0.01 -0.01 0.237
H -2.78597 1.15336 4.05003 0.00 0.00 0.00 0.227
H -3.24539 -1.07206 2.47924 0.00 0.00 0.00 0.232
H -2.02201 -2.52846 0.83336 0.00 -0.01 0.01 -0.030
H -0.72157 -1.41119 -0.18416 -0.07 -0.04 0.03 -0.066
H -0.81710 -3.62607 3.09351 0.00 0.00 0.00 0.228
H 1.61364 -4.87046 3.47911 0.00 0.00 0.00 0.218
H 3.78005 -4.81445 2.30501 0.00 0.00 0.00 0.203
H 4.10177 -3.28416 1.45020 0.00 0.00 0.00 0.230
H 3.59905 -4.71060 0.53674 0.00 0.00 0.00 0.220
F -0.84698 4.75503 -1.33307 0.07 -0.05 0.04 -0.297
C -0.93318 4.44417 -0.05096 -0.10 0.03 0.01 0.728
F 0.28779 4.29703 0.46173 0.07 0.00 0.00 -0.312
F -1.51813 5.47061 0.58452 -0.01 0.00 -0.06 -0.323
S -1.91131 2.88479 0.26144 -0.22 -0.21 0.04 2.269
O -0.94986 1.80772 0.32821 0.19 0.24 -0.02 -0.993
O -2.59622 3.19262 1.48842 0.09 -0.01 0.01 -0.950
N -2.88796 2.81642 -0.94952 -0.08 0.03 -0.07 -1.242
S -3.06444 1.59284 -1.93676 0.03 0.05 0.03 2.264
O -2.11025 0.53197 -1.77470 -0.06 0.04 0.03 -0.938
O -4.45111 1.26246 -2.06320 0.00 -0.07 -0.03 -0.928
C -2.64205 2.35913 -3.57726 0.00 -0.03 -0.01 0.715
F -2.27842 1.39396 -4.42817 -0.08 0.02 0.02 -0.316
F -1.64796 3.23164 -3.48229 0.06 -0.03 0.01 -0.304
F -3.70637 2.98636 -4.09181 0.04 0.03 0.03 -0.321
F 1.08107 -3.06794 -3.52893 0.03 0.02 0.00 -0.299
C 1.96741 -2.27280 -4.11211 -0.05 -0.07 0.01 1.173
F 3.05027 -2.99133 -4.40057 0.00 0.01 0.01 -0.310
F 1.42962 -1.83758 -5.26006 0.01 0.00 0.02 -0.320
C 1.45521 -0.23426 -3.06044 -0.28 0.08 -0.42 0.919
O 1.93577 0.93727 -3.44244 0.35 -0.17 0.04 -0.706
O 0.26977 -0.50967 -2.83990 0.19 0.26 0.18 -0.589
O 2.73272 1.29041 -1.13679 0.06 0.09 -0.16 -0.982
S 2.32945 2.13813 -2.26998 -0.09 -0.02 0.06 2.554
O 3.37606 2.84466 -2.92270 0.00 0.04 0.02 -0.919
O 1.06488 2.77783 -2.06398 -0.03 0.05 0.03 -0.940
O 2.38467 -1.22758 -3.34183 -0.06 0.00 -0.09 -0.526


2.
27
Properties=species:S:1:pos:R:3:forces:R:3:nbo_charge:R:1 method="wB97M-V/def2-TZVPD" lumo_energy_ha=-0.194 e_homo_ev=-13.31 total_charge=+1
C 3.28794 1.08433 -1.49005 4.69 0.36 -3.09 -0.264
C 3.58491 1.62619 -0.25870 1.19 0.72 2.31 -0.081
C 2.26450 0.33048 -1.71672 -5.93 -2.21 -1.25 -0.085
C 2.81362 1.37930 0.84284 -2.12 0.33 1.21 -0.276
C 1.22456 0.18135 -0.66766 0.80 -0.12 -0.48 -0.223
C 1.56139 0.65205 0.63260 2.23 0.73 -2.34 0.459
C -0.51107 -0.16955 1.35988 -0.90 0.10 0.60 0.145
C -1.57790 0.56089 0.61493 -1.77 -1.44 2.37 -0.244
C -1.09431 -0.64184 -0.05473 1.13 -0.25 -0.84 -0.127
C 0.06018 -0.55736 -0.85741 0.86 0.58 -3.38 0.122
C -3.05417 0.63958 1.09697 -0.55 -3.04 0.60 -0.430
C -1.96720 -1.85204 -0.27718 2.02 1.27 -0.77 -0.072
O 0.81065 0.26553 1.58856 -1.99 -0.20 1.87 -0.374
O -1.00913 -2.88357 -0.09349 -3.52 -3.47 0.24 -0.707
Br -4.30234 0.86818 -0.41722 0.73 0.10 0.50 0.037
H 4.10923 1.10897 -2.29692 -1.50 0.43 1.23 0.252
H 4.54425 2.17825 -0.15082 -0.96 -0.29 0.02 0.253
H 1.89442 -0.07150 -2.72759 1.28 0.54 1.50 0.240
H 2.94274 1.86021 1.85650 0.23 -0.84 -1.31 0.262
H -0.77137 -0.82297 2.15324 -0.35 -0.24 0.70 0.242
H -1.42888 1.45690 0.18870 1.44 3.05 -1.62 0.248
H -0.00137 -1.04762 -1.87747 0.19 0.10 1.38 0.248
H -3.50995 -0.29872 1.64559 1.34 1.79 -1.04 0.239
H -3.14742 1.44220 1.78684 -0.21 0.87 0.26 0.242
H -2.69160 -1.73305 0.49172 -1.12 -0.91 0.37 0.190
H -2.38191 -1.83822 -1.32446 0.11 0.03 1.09 0.210
H -1.64978 -3.71797 -0.04796 2.65 1.99 -0.13 0.493


3.
37
Properties=species:S:1:pos:R:3:forces:R:3:nbo_charge:R:1 method="wB97M-V/def2-TZVPD" lumo_energy_ha="-0.131 / -0.219" e_homo_ev="-10.90 / -10.98" total_charge=+1 spin_multiplicity=5
Pd 0.80736 -2.66993 0.52472 -0.19 -0.28 0.06 1.096
N -0.22671 5.36806 1.39756 -0.07 0.12 -0.02 -0.764
C -0.38161 4.02681 1.30911 0.03 -0.34 -0.01 0.235
C 0.72995 3.16333 1.41890 -0.19 0.23 -0.02 -0.271
C 0.56277 1.80673 1.32015 0.28 -0.29 0.03 -0.154
C -0.70237 1.25852 1.10714 0.08 0.14 -0.02 -0.403
C -1.80402 2.10105 0.98772 -0.33 -0.26 -0.06 -0.126
C -1.65287 3.46071 1.08909 0.17 0.22 0.04 -0.289
S -0.89274 -0.45236 0.98637 0.15 0.54 -0.22 2.309
O 0.03168 -1.08683 1.94724 0.04 -0.14 -0.07 -0.966
O -2.26694 -0.82151 1.03358 -0.05 -0.10 0.07 -0.888
N -0.15395 -0.96574 -0.42234 -0.43 -0.05 0.08 -0.949
C -0.74349 -0.73929 -1.61910 -0.30 0.13 -0.13 0.595
N -0.13329 -1.27358 -2.71166 0.24 0.01 0.30 -0.646
C -0.66991 -1.10944 -3.93542 -0.03 0.06 0.06 0.118
C -1.82336 -0.39207 -4.08908 0.04 -0.05 -0.01 -0.323
C -2.35921 0.17728 -2.92924 -0.02 0.01 -0.07 0.160
N -1.84286 0.01283 -1.72834 0.07 -0.01 0.10 -0.464
H 0.65520 5.77233 1.65314 0.01 -0.02 0.01 0.402
H -1.03278 5.96563 1.42308 0.03 0.03 0.01 0.401
H 1.71252 3.58282 1.59250 0.01 -0.03 0.00 0.223
H 1.42182 1.15330 1.42156 -0.02 0.02 0.00 0.235
H -2.78362 1.67057 0.82270 0.03 0.01 0.00 0.248
H -2.51431 4.11137 1.00698 -0.01 -0.03 0.00 0.224
H -0.13951 -1.55841 -4.76569 0.05 -0.02 0.04 0.241
H -2.26978 -0.25589 -5.06142 -0.03 0.02 0.02 0.256
H -3.24530 0.80079 -2.98095 0.01 -0.01 -0.01 0.221
S 1.17249 -5.50786 1.77338 0.02 -0.02 -0.06 0.455
C 1.64646 -4.04893 2.10697 -0.07 -0.05 0.07 -0.356
Cl 2.70631 -2.44425 -4.09950 -0.08 0.04 -0.17 -0.372
Ge 1.72905 -1.93455 -2.24702 0.06 -0.02 -0.46 1.253
Cl 0.95807 -3.97507 -1.66263 -0.03 -0.04 0.12 -0.394
Cl 2.99687 -1.86554 -0.15525 0.52 0.11 0.28 -0.363
C 2.47605 -3.47131 3.18233 -0.02 0.12 -0.01 -0.732
H 2.83206 -4.21154 3.89657 0.01 0.00 0.02 0.238
H 1.88182 -2.70181 3.68298 0.02 -0.01 0.04 0.278
H 3.31812 -2.94623 2.72390 0.00 -0.02 0.01 0.272


One value per record, in order, for ΔE to the lowest compared entry with this formula, charge and spin: 120.8, 0.0, 23.2 kJ/mol.